[1]
Computed, not measured: a cluster of 5 separate species, C3H14NO4 in total at a distorted geometry, with ωB97M-V/def2-TZVPD.

Last column: Mulliken charge in e.
Geometry (Å):
C1 -1.822 0.720 -0.643  0.11
C2 -1.357 0.902 -1.879  -0.80
C3 -0.469 -1.076 0.137  -0.30
N1 -1.208 -0.059 0.369  0.09
H1 -2.786 1.177 -0.400  0.33
H2 -0.402 0.582 -2.306  0.22
H3 -1.833 1.552 -2.602  0.27
H4 -0.085 -1.767 0.901  0.38
H5 -0.215 -1.473 -0.847  0.31
H6 -1.246 0.324 1.322  0.38
H7 2.565 -0.542 0.955  0.30
H8 2.476 0.967 0.836  0.39
O1 2.185 0.225 1.400  -0.66
H9 -1.962 -3.668 -0.524  0.31
H10 -1.932 -3.627 -2.029  0.30
O2 -1.612 -3.147 -1.258  -0.59
H11 2.686 2.149 -1.521  0.31
H12 3.660 2.689 -0.424  0.32
O3 3.086 1.956 -0.670  -0.66
H13 -0.305 0.663 3.683  0.35
H14 0.781 0.674 2.770  0.30
O4 -0.206 0.779 2.729  -0.65

Atoms 1-2, force components in eV/Å:
C -0.5375 0.7762 -1.7026
C 0.7730 0.2617 0.0133

Its charge is +1.

[2]
Computed, not measured: a cluster of 2 separate species, C6H9BO in total, with ωB97M-V/def2-TZVPD.

Last column: Mulliken charge in e.
Geometry (Å):
B1 -2.133 -1.705 2.205  0.31
O1 -2.028 -0.987 3.346  -0.47
H1 -2.167 -2.900 2.246  -0.08
H2 -2.199 -1.101 1.182  -0.08
H3 -1.852 -1.521 4.127  0.33
C1 -0.215 1.411 -1.573  -0.39
C2 -0.187 1.008 -0.245  -0.35
C3 0.894 0.280 0.234  -0.40
C4 1.946 -0.042 -0.612  -0.35
C5 1.917 0.363 -1.939  -0.36
C6 0.836 1.088 -2.420  -0.35
H4 -1.058 1.978 -1.948  0.35
H5 -1.006 1.256 0.416  0.41
H6 0.914 -0.035 1.270  0.38
H7 2.789 -0.607 -0.237  0.35
H8 2.737 0.112 -2.599  0.35
H9 0.812 1.402 -3.455  0.35

Atoms 1-2, force components in eV/Å:
B -0.0781 -0.1158 -0.0319
O 0.2804 0.0966 -0.0053

Its charge is 0. Its SMILES is c1ccccc1.BO.

[3]
Computed, not measured: a structure of composition H4NOP2 at a distorted geometry, with ωB97M-V/def2-TZVPD.

Last column: Mulliken charge in e.
Geometry (Å):
N1 -0.173 0.433 -0.161  -0.09
O1 -1.867 0.161 0.135  -0.55
P1 -0.529 -0.588 1.190  -0.18
P2 0.298 -0.347 -1.559  -0.08
H1 0.926 -0.459 1.707  -0.06
H2 -0.843 0.390 2.130  -0.04
H3 1.642 -0.424 -1.155  0.01
H4 0.545 0.835 -2.287  0.00

Atoms 1-2, force components in eV/Å:
N -3.3179 0.2880 1.6348
O 2.7743 0.2337 -1.1024

Its charge is -1.

[4]
Computed, not measured: a structure of composition C11H16N2 at a distorted geometry, with ωB97M-V/def2-TZVPD.

Last column: Mulliken charge in e.
Geometry (Å):
C1 0.981 -0.175 -2.345  -0.74
C2 1.600 0.974 -1.527  -0.84
C3 1.873 1.509 0.976  -0.55
C4 0.835 1.271 2.164  -0.79
C5 -0.598 1.540 1.589  -0.67
C6 -0.229 0.912 0.079  -0.20
C7 -0.817 -0.502 0.220  0.24
C8 -2.262 -0.710 -0.200  -0.58
C9 -2.830 -2.029 -0.207  -0.46
C10 -1.744 -3.096 -0.082  -0.09
C11 -0.057 -1.574 0.287  -0.56
H1 1.290 -0.384 -3.382  0.43
H2 -0.087 0.297 -2.632  0.18
H3 0.846 -1.345 -1.838  0.17
H4 2.749 0.881 -1.411  0.34
H5 1.512 1.989 -1.847  0.38
H6 2.832 0.587 1.355  0.23
H7 2.229 2.740 0.870  0.22
H8 0.899 0.358 2.632  0.35
H9 1.210 1.875 3.110  0.36
H10 -0.897 2.630 1.845  0.36
H11 -1.193 0.752 2.062  0.29
H12 -0.928 1.434 -0.546  0.46
H13 -2.750 0.075 -0.637  0.44
H14 -3.995 -2.449 -0.127  0.27
H15 -2.140 -4.163 -0.680  0.22
H16 1.021 -1.467 0.374  0.63
N1 1.171 0.940 -0.113  0.43
N2 -0.521 -2.871 0.010  -0.53

Atoms 1-2, force components in eV/Å:
C -3.4092 -1.0814 -0.5258
C 3.5254 -1.5467 2.2622

Its charge is 0.

In eV, the HOMO values for the records above are, in order, -14.3 -9.3 -3.0 -8.4.
In eV, the frontier orbital gap values for the records above are, in order, 9.93 9.94 7.70 9.05.
In kJ/mol, the ΔE to the lowest compared entry with this formula, charge and spin values for the records above are, in order, 181.4 0.0 421.8 671.8.